# 1
The following is a DFT calculation (ωB97M-V/def2-TZVPD) of a 2-piece molecular cluster, C5H12S overall.

CARTESIAN COORDINATES (ANGSTROEM)
C  1.67032  1.10545  -1.42458
C  1.12217  -0.08334  -1.19986
C  1.73048  -1.19548  -0.35660
H  1.63310  1.48252  -2.44765
H  2.25948  1.57537  -0.64440
H  0.23773  -0.36779  -1.77050
H  0.95273  -1.64180  0.25249
H  2.48074  -0.80845  0.32517
H  2.12138  -1.91943  -1.06090
C  -0.71900  -0.34159  1.90796
S  -1.64869  -0.83060  0.43634
C  -2.40940  0.76449  -0.08183
H  -1.39929  0.00661  2.68124
H  -0.29380  -1.33672  2.08417
H  0.04706  0.42095  1.74070
H  -1.76984  1.55741  0.28849
H  -3.38797  0.82616  0.41538
H  -2.62721  0.78625  -1.14562

The SMILES is C=CC.CSC. As for the frontier orbital gap: 9.4 eV.

---

# 2
The following is a DFT calculation (ωB97M-V/def2-TZVPD) of a 2-piece molecular cluster, C3H8O2S overall.

CARTESIAN COORDINATES (ANGSTROEM)
O  1.92563  -0.52507  0.09529
C  1.32561  0.51055  0.17924
C  0.02563  0.67799  0.90931
C  -1.07638  -0.13860  0.21825
S  -2.57001  -0.44067  1.17711
H  1.73330  1.38043  -0.36024
H  0.08287  0.35661  1.95740
H  -0.25793  1.72619  0.90251
H  -0.69362  -1.07450  -0.20307
H  -1.42759  0.39413  -0.67483
H  -1.96774  -0.75522  2.32866
O  2.68182  0.44623  -3.02643
H  1.99683  0.99370  -3.41480
H  2.39824  -0.48128  -3.03811

The SMILES is O=CCCS.O. As for the frontier orbital gap: 9.9 eV.

---

# 3
The following is a DFT calculation (ωB97M-V/def2-TZVPD) of a single C5H7N molecule.

CARTESIAN COORDINATES (ANGSTROEM)
C  0.20048  1.98783  -0.45498
C  0.55984  0.77590  -0.04932
C  1.78733  0.01539  0.08333
N  1.29468  -1.13341  0.30422
C  -0.34450  -0.38336  0.56156
C  -1.38399  -1.23876  -0.15509
H  -0.82211  2.34737  -0.49720
H  1.08798  2.61951  -0.70511
H  2.86906  0.22242  0.05420
H  -0.36370  -0.46157  1.63074
H  -2.41747  -1.35684  0.35692
H  -0.92778  -2.24377  0.06946
H  -1.53981  -1.15072  -1.19873

The SMILES is C=C1C=N[C@@H]1C. As for the frontier orbital gap: 9.8 eV.

---

# 4
The following is a DFT calculation (ωB97M-V/def2-TZVPD) of a 2-piece molecular cluster, BrClOS overall.

CARTESIAN COORDINATES (ANGSTROEM)
O  1.00020  -0.86013  -1.28781
S  0.63491  -0.48826  0.06552
Cl  -0.38077  2.65585  0.54179
Br  -1.25433  -1.30746  0.68050

As for the frontier orbital gap (alpha / beta): 5.7 / 9.5 eV.

---

# 5
The following is a DFT calculation (ωB97M-V/def2-TZVPD) of a 12-piece molecular cluster, C32H64O36S8 overall.

CARTESIAN COORDINATES (ANGSTROEM)
O  3.06495  -0.34929  7.34853
S  1.98753  -1.20844  6.91331
O  0.90622  -0.71598  6.09568
O  2.74038  -2.59534  6.22142
C  2.02311  -3.81557  6.49286
C  1.10598  -3.55094  7.61658
O  1.39273  -2.25156  8.11743
H  1.41058  -4.05352  5.62321
H  2.77626  -4.56193  6.74547
H  1.24900  -4.18102  8.49445
H  0.05169  -3.60290  7.34478
O  -5.93850  2.38314  -1.44629
S  -6.82093  1.70390  -2.37384
O  -7.04657  2.38142  -3.65711
O  -6.61473  0.05071  -2.49233
C  -6.99351  -0.65267  -1.31530
C  -8.00481  0.28483  -0.69639
O  -8.24352  1.29992  -1.65522
H  -7.31364  -1.65598  -1.59633
H  -6.10470  -0.71036  -0.68698
H  -7.68119  0.74816  0.23566
H  -8.99709  -0.13782  -0.53875
O  0.02368  4.47041  4.84176
S  0.96223  5.45794  4.27482
O  0.43510  6.77687  3.83436
O  2.33662  5.62038  5.10242
C  3.20571  4.51363  4.93656
C  2.81880  3.83686  3.62208
O  1.79555  4.67311  3.04327
H  4.27745  4.69662  4.85906
H  3.16589  3.83403  5.78782
H  2.60560  2.80981  3.91841
H  3.68973  3.89252  2.96902
O  5.14268  1.61882  -4.00152
S  6.01752  0.82754  -4.89511
O  7.10250  1.56691  -5.61932
O  6.57529  -0.51797  -4.08695
C  5.58518  -1.48244  -3.84706
C  4.60641  -1.23741  -5.08602
O  5.20802  -0.23637  -5.84548
H  5.99594  -2.48116  -3.69897
H  4.95066  -1.31199  -2.97733
H  3.61042  -0.99547  -4.71512
H  4.55444  -2.05355  -5.80664
O  4.91949  -5.98292  1.31351
S  4.25770  -6.31709  0.07562
O  2.81446  -6.02877  -0.01083
O  5.05249  -5.75271  -1.34284
C  4.95276  -6.66720  -2.41027
C  5.00330  -7.98454  -1.65849
O  4.60142  -7.86664  -0.37995
H  3.98525  -6.55112  -2.89870
H  5.53506  -6.55654  -3.32503
H  6.08305  -8.11885  -1.59362
H  4.57980  -8.82529  -2.20794
O  -4.98643  -4.59438  5.21599
S  -3.70439  -4.28660  4.49547
O  -3.03019  -3.01279  4.73666
O  -2.63476  -5.54492  4.72514
C  -2.24851  -6.06951  3.45154
C  -2.58705  -5.12387  2.38937
O  -3.77612  -4.49329  2.84115
H  -1.21671  -6.42086  3.45812
H  -2.82933  -6.97386  3.27014
H  -2.64804  -5.55298  1.38924
H  -1.81628  -4.35327  2.37563
O  -1.46926  -5.52709  -3.22319
S  -1.07560  -4.68859  -4.32102
O  0.26261  -4.04525  -4.30411
O  -1.37554  -5.44232  -5.79843
C  -2.71071  -5.38636  -6.13529
C  -3.30465  -4.11337  -5.41060
O  -2.24595  -3.57180  -4.59614
H  -2.92552  -5.23611  -7.19330
H  -3.18645  -6.25847  -5.68672
H  -4.20972  -4.27563  -4.82526
H  -3.55452  -3.38214  -6.17935
O  0.19512  9.42264  -2.93228
S  1.47081  8.77731  -3.21330
O  2.27687  9.25791  -4.35092
O  2.36220  8.61316  -1.83310
C  1.80089  7.63258  -0.98900
C  1.37704  6.50156  -1.97311
O  1.24361  7.12554  -3.19230
H  2.45753  7.30868  -0.18154
H  0.86819  8.01178  -0.57138
H  0.39711  6.13072  -1.67256
H  2.07236  5.68946  -2.18554
C  7.13352  -0.48466  2.74246
C  7.55585  0.88270  2.32905
C  6.71636  1.05221  1.00561
O  5.46643  0.53577  1.42910
C  5.76404  -0.65631  2.18117
H  6.86064  -0.59195  3.79229
H  7.91071  -1.19160  2.45212
H  8.62355  1.00831  2.14915
H  7.18823  1.59226  3.07032
H  7.02243  0.48214  0.12844
H  6.47786  2.09029  0.77409
H  5.74377  -1.61585  1.66448
H  4.90759  -0.53839  2.84501
C  -8.23396  4.43350  5.15112
C  -7.16460  4.83269  4.14705
C  -6.90985  3.52223  3.45549
O  -7.58261  2.43272  4.21538
C  -7.88383  3.00240  5.54095
H  -9.13296  4.47398  4.53610
H  -8.30470  5.01740  6.06881
H  -6.29825  5.15771  4.72316
H  -7.51540  5.65881  3.52855
H  -5.83036  3.37162  3.46691
H  -7.29948  3.67190  2.44858
H  -7.00699  3.06071  6.18581
H  -8.68115  2.48064  6.07023
C  0.50445  0.75974  -0.40141
C  -0.68971  1.56386  0.02881
C  -1.52669  0.72058  0.92762
O  -1.12844  -0.61509  0.62367
C  0.22410  -0.65362  0.14667
H  1.36151  1.29276  0.01023
H  0.55692  0.67807  -1.48708
H  -1.26841  1.79592  -0.86527
H  -0.51214  2.54833  0.46171
H  -2.59167  0.95263  0.93517
H  -1.20641  0.84783  1.96171
H  0.35678  -1.47320  -0.55958
H  0.89438  -0.88338  0.97494
C  -0.70870  1.95027  -7.55793
C  -0.74167  1.24242  -6.21826
C  -2.20874  1.39002  -5.67165
O  -2.94499  1.65840  -6.89087
C  -2.12203  1.54778  -8.05598
H  0.01899  1.81500  -8.35812
H  -0.60086  3.01345  -7.34317
H  -0.01843  1.71697  -5.55505
H  -0.44615  0.19325  -6.21372
H  -2.28631  2.26446  -5.02557
H  -2.44484  0.50236  -5.08479
H  -2.37021  2.30459  -8.80011
H  -2.27568  0.63135  -8.62575

The SMILES is O=S1(=O)OCCO1.O=S1(=O)OCCO1.O=S1(=O)OCCO1.O=S1(=O)OCCO1.O=S1(=O)OCCO1.O=S1(=O)OCCO1.O=S1(=O)OCCO1.O=S1(=O)OCCO1.C1CCOC1.C1CCOC1.C1CCOC1.C1CCOC1. As for the frontier orbital gap: 9.1 eV.

---

# 6
The following is a DFT calculation (ωB97M-V/def2-TZVPD) of C28H44BrFeN3P2 as an isolated structure.

CARTESIAN COORDINATES (ANGSTROEM)
C  2.09571  3.80095  -0.76923
C  1.21009  2.95476  -1.47603
C  1.17137  3.03172  -2.88800
C  2.07888  3.89150  -3.51472
N  2.93586  4.63960  -2.83468
C  2.96306  4.61088  -1.51055
C  0.33424  2.08754  -0.74926
C  -0.73406  1.94694  -0.05515
C  -1.97089  2.23226  0.57324
C  -2.51602  1.13625  1.31780
C  -3.89381  1.04018  1.45398
C  -4.65780  2.07747  0.92180
C  -4.13105  3.28517  0.45068
C  -2.74821  3.39175  0.25720
Fe  -0.41034  -0.14042  -0.06550
P  1.83489  -0.49262  -0.51326
H  0.37874  2.53876  -3.45321
H  2.01706  3.89662  0.31488
H  2.05442  3.99575  -4.59948
H  3.64397  5.27731  -0.98361
H  -2.30157  4.31527  -0.15485
H  -1.90836  0.31875  1.72520
H  -4.82346  4.10008  0.22272
H  -4.37468  0.18884  1.91766
C  2.37848  -2.21089  -0.11679
C  3.60018  -2.79878  -0.83461
H  1.48858  -2.82915  -0.32226
H  2.53823  -2.23079  0.97567
H  3.74650  -3.83808  -0.51299
H  3.49216  -2.82330  -1.92504
H  4.52646  -2.26385  -0.59952
C  2.20376  -0.25223  -2.30871
C  3.59926  0.27521  -2.63385
H  1.44814  0.45710  -2.67443
H  2.00942  -1.20635  -2.82205
H  3.72753  0.37747  -3.72082
H  3.77335  1.27088  -2.20315
H  4.38998  -0.40068  -2.28229
C  2.92808  0.61567  0.46983
C  4.39814  0.20013  0.54346
H  2.48504  0.62917  1.48170
H  2.81265  1.63961  0.07449
H  4.96300  0.91705  1.15155
H  4.51041  -0.78448  1.00642
H  4.86630  0.17535  -0.44514
Br  -6.56061  1.75951  0.85367
P  -1.53738  -1.52666  -1.60523
C  -0.54912  -2.55355  -2.74847
C  -1.16982  -3.83554  -3.30011
H  0.37551  -2.82036  -2.20735
H  -0.24209  -1.90765  -3.58746
H  -0.41264  -4.34963  -3.90568
H  -1.47225  -4.52876  -2.50980
H  -2.03273  -3.65165  -3.94779
C  -2.57376  -2.64331  -0.59449
C  -3.93564  -3.11994  -1.10168
H  -2.72731  -2.09398  0.35225
H  -1.95005  -3.52012  -0.35091
H  -4.39618  -3.73993  -0.31941
H  -4.62697  -2.29530  -1.30426
H  -3.87135  -3.73808  -2.00190
C  -2.62910  -0.43333  -2.57453
C  -3.17809  -0.96790  -3.89538
H  -2.03852  0.47602  -2.77606
H  -3.45079  -0.11543  -1.91324
H  -3.79147  -0.18786  -4.36260
H  -2.38402  -1.22064  -4.60424
H  -3.81466  -1.85127  -3.78005
C  1.15697  -0.78155  5.11334
N  0.14497  -0.22191  4.21690
C  -0.91463  0.58487  4.82897
C  0.23275  -0.31733  2.93598
N  0.09857  -0.30856  1.76421
H  0.86469  -0.53732  6.13738
H  2.14625  -0.36083  4.89466
H  1.22778  -1.86568  4.99107
H  -0.85398  1.62891  4.48486
H  -1.90409  0.20854  4.53395
H  -0.79171  0.53105  5.90640

The spin multiplicity is 5. Its expectation value of S² is 6.032. As for the frontier orbital gap (alpha / beta): 7.7 / 7.4 eV. The net charge is +2.

---

# 7
The following is a DFT calculation (ωB97M-V/def2-TZVPD) of C31H36AlCl2NO2 as an isolated structure.

CARTESIAN COORDINATES (ANGSTROEM)
Al  -0.34860  -0.03270  -0.57583
C  0.07742  -0.94568  1.81801
C  0.06241  0.46601  1.69000
C  1.11581  0.80406  0.75483
C  1.69147  -0.45723  0.34290
C  1.08377  -1.51516  1.03031
C  1.50350  -2.97436  1.02590
C  0.31236  -3.93771  1.07477
C  2.35010  -3.19403  2.29005
C  2.35211  -3.29317  -0.20381
C  1.84960  2.12687  0.45247
C  2.50701  2.62236  1.75017
C  0.97494  3.24413  -0.16776
C  2.99682  1.88069  -0.53947
C  -0.82212  1.27138  2.66262
C  -1.07753  2.73853  2.31318
C  -0.13607  1.22441  4.03886
C  -2.20521  0.61082  2.80340
H  -0.62338  -1.50794  2.41791
H  2.54716  -0.55400  -0.30653
H  -0.35799  -3.70135  1.90453
H  0.67306  -4.96016  1.21916
H  -0.26871  -3.90959  0.15363
H  1.75260  -3.03070  3.19038
H  3.19673  -2.50298  2.31756
H  2.73561  -4.21741  2.31546
H  1.79740  -3.10103  -1.12697
H  2.63682  -4.34810  -0.19312
H  3.27067  -2.70149  -0.22514
H  1.77803  2.94816  2.49091
H  3.16806  3.46744  1.53398
H  3.10545  1.82419  2.19695
H  -0.08077  3.11497  0.03596
H  1.10364  3.27519  -1.25236
H  1.26108  4.22713  0.21719
H  3.77319  1.24183  -0.11368
H  3.45661  2.84124  -0.78629
H  2.64042  1.42945  -1.46745
H  -0.16694  3.32637  2.21892
H  -1.67278  3.18420  3.11401
H  -1.65266  2.83670  1.39140
H  0.85540  1.68104  4.00738
H  -0.01708  0.19244  4.37437
H  -0.73716  1.76118  4.77927
H  -2.71914  0.55845  1.84099
H  -2.82190  1.20251  3.48357
H  -2.14137  -0.39543  3.21881
Cl  -1.72579  4.87123  -5.68517
C  -1.18212  3.61800  -4.61206
C  0.00153  2.92552  -4.91915
C  0.47227  1.93435  -4.10179
Cl  1.92689  1.09481  -4.49822
C  -0.21981  1.56750  -2.91906
O  0.23380  0.62932  -2.16197
C  -1.40962  2.28695  -2.63467
C  -2.12865  2.03068  -1.43269
O  -1.82099  1.19848  -0.56180
C  -1.88116  3.30681  -3.48688
H  0.55134  3.17885  -5.81670
H  -3.02835  2.62706  -1.24577
H  -2.79035  3.84274  -3.23772
N  -3.99813  -6.18347  -2.34993
C  -3.43255  -5.22283  -2.06840
C  -2.71824  -4.01181  -1.71737
C  -1.68251  -3.55572  -2.52358
C  -1.00689  -2.39383  -2.17702
C  -1.31695  -1.67194  -1.02111
C  -2.37928  -2.14769  -0.23992
C  -3.07446  -3.29891  -0.57393
H  -1.41458  -4.11062  -3.41350
H  -0.20360  -2.05525  -2.82506
H  -2.66532  -1.62304  0.66705
H  -3.88635  -3.65873  0.04501

As for the frontier orbital gap: 6.9 eV.

---

# 8
The following is a DFT calculation (ωB97M-V/def2-TZVPD) of C3H8N2O as an isolated structure.

CARTESIAN COORDINATES (ANGSTROEM)
C  -0.97862  -0.45377  1.73443
C  2.18418  0.91702  -0.84940
C  -0.83831  0.28946  0.45448
N  2.37323  -0.00740  -0.22394
N  -0.63807  1.56461  0.49462
O  -0.41259  2.15583  -0.74570
H  -0.75639  -1.52780  1.44100
H  -0.14842  -0.08994  2.50772
H  -2.03608  -0.39903  2.08038
H  0.32971  -3.48471  -2.78805
H  -1.10049  2.77643  -0.64714
H  2.03400  1.96142  -1.04674
H  -0.65502  -0.26497  -0.39664
H  0.64286  -3.43716  -2.01502

As for the frontier orbital gap: 10.9 eV.